{"formula": "C72H173N11O20", "method": "wB97M-V/def2-TZVPD", "elements": ["C", "C", "C", "C", "C", "C", "C", "C", "C", "N", "O", "H", "H", "H", "H", "H", "H", "H", "H", "H", "H", "H", "H", "H", "H", "H", "H", "H", "H", "H", "C", "C", "C", "C", "C", "C", "C", "C", "C", "N", "O", "H", "H", "H", "H", "H", "H", "H", "H", "H", "H", "H", "H", "H", "H", "H", "H", "H", "H", "H", "C", "O", "C", "C", "N", "C", "C", "O", "C", "H", "H", "H", "H", "H", "H", "H", "H", "H", "H", "H", "H", "H", "H", "H", "C", "O", "C", "C", "N", "C", "C", "O", "C", "H", "H", "H", "H", "H", "H", "H", "H", "H", "H", "H", "H", "H", "H", "H", "C", "O", "C", "C", "N", "C", "C", "O", "C", "H", "H", "H", "H", "H", "H", "H", "H", "H", "H", "H", "H", "H", "H", "H", "C", "O", "C", "C", "N", "C", "C", "O", "C", "H", "H", "H", "H", "H", "H", "H", "H", "H", "H", "H", "H", "H", "H", "H", "C", "O", "C", "C", "N", "C", "C", "O", "C", "H", "H", "H", "H", "H", "H", "H", "H", "H", "H", "H", "H", "H", "H", "H", "C", "O", "C", "C", "N", "C", "C", "O", "C", "H", "H", "H", "H", "H", "H", "H", "H", "H", "H", "H", "H", "H", "H", "H", "C", "O", "C", "C", "N", "C", "C", "O", "C", "H", "H", "H", "H", "H", "H", "H", "H", "H", "H", "H", "H", "H", "H", "H", "C", "O", "C", "C", "N", "C", "C", "O", "C", "H", "H", "H", "H", "H", "H", "H", "H", "H", "H", "H", "H", "H", "H", "H", "C", "O", "C", "C", "N", "C", "C", "O", "C", "H", "H", "H", "H", "H", "H", "H", "H", "H", "H", "H", "H", "H", "H", "H"], "positions_angstrom": [[-1.8709, -2.4054, -1.3418], [-1.0393, -1.1387, -1.2065], [-0.1187, -0.9277, -2.3909], [-1.9288, 0.1413, -1.1629], [-2.6946, 0.2503, 0.1631], [-1.7230, 0.5660, 1.2627], [-0.7895, -0.7297, 1.2973], [0.3491, -0.3089, 2.2028], [-1.3526, -1.9428, 2.0290], [-0.1643, -1.0020, 0.0135], [0.6618, -2.2450, 0.2227], [-1.9590, -2.6921, -2.3950], [-1.5832, -3.2546, -0.7234], [-2.8560, -2.1294, -1.0369], [0.4873, -0.0718, -2.1007], [0.4020, -1.8401, -2.6031], [-0.6463, -0.6625, -3.2921], [-1.3140, 1.1073, -1.2050], [-2.5657, 0.1015, -2.0516], [-3.4603, 1.0126, -0.0431], [-3.1939, -0.6914, 0.4822], [-2.1794, 0.6751, 2.2951], [-1.2065, 1.5428, 1.1017], [-0.0133, -0.2969, 3.1682], [0.7292, 0.7322, 2.0484], [1.3031, -0.9018, 2.2211], [-1.5129, -1.7941, 3.1175], [-0.5445, -2.6670, 1.9044], [-2.2402, -2.3975, 1.5944], [1.5750, -1.9010, 0.1936], [5.5769, -3.5443, -1.4005], [4.1686, -3.1483, -1.0020], [3.2722, -3.0859, -2.2176], [3.4351, -4.0822, -0.0274], [4.1044, -4.0859, 1.3497], [4.0657, -2.6661, 1.9992], [4.6891, -1.6351, 1.0854], [4.3345, -0.2582, 1.5190], [6.2112, -1.7538, 1.1276], [4.1243, -1.8165, -0.2606], [4.7914, -0.8660, -1.1057], [6.2183, -3.8615, -0.5998], [5.4645, -4.5042, -1.9579], [6.0849, -2.7398, -1.8770], [3.1312, -4.0252, -2.7178], [2.2514, -2.8103, -1.9499], [3.7238, -2.3871, -2.9653], [2.3571, -3.9273, 0.0509], [3.4997, -5.1265, -0.3685], [3.5422, -4.7460, 2.0388], [5.0278, -4.5892, 1.2686], [4.6175, -2.6506, 2.9503], [3.0439, -2.4275, 2.1827], [5.1074, 0.4446, 1.4305], [4.1508, -0.2196, 2.6002], [3.3489, 0.1553, 1.0464], [6.5145, -2.8290, 1.1830], [6.4846, -1.2496, 2.0639], [6.7011, -1.2403, 0.3086], [4.1431, -0.3841, -1.5328], [3.1671, 9.0703, 1.3358], [3.7038, 8.5613, 0.1314], [5.0325, 8.2113, 0.1174], [5.2570, 7.0293, -0.8362], [4.6353, 5.7506, -0.4321], [4.6341, 4.7765, -1.5204], [3.9976, 3.4875, -1.0795], [2.5855, 3.7115, -0.9543], [1.9482, 2.5222, -0.4961], [2.1211, 9.2576, 1.0839], [3.7242, 9.9671, 1.6276], [3.3994, 8.2777, 2.0792], [5.4172, 7.9120, 1.1010], [5.7898, 8.9981, -0.1783], [6.3327, 6.9023, -1.0051], [4.8303, 7.3602, -1.7831], [3.6734, 5.9266, -0.1580], [5.6146, 4.4657, -1.7785], [4.0071, 5.0420, -2.4450], [4.4358, 3.1256, -0.1684], [4.2001, 2.7797, -1.8516], [2.1923, 2.3438, 0.5710], [2.3159, 1.6805, -1.1082], [0.8653, 2.6132, -0.5538], [1.4573, 7.0796, 4.4253], [0.8965, 5.9021, 4.7138], [1.2406, 4.7545, 3.9948], [0.5713, 3.5216, 4.7045], [-0.8262, 3.7886, 4.8186], [-1.5216, 2.7680, 5.5039], [-1.0900, 2.2620, 6.9135], [-1.8273, 1.0855, 7.1976], [-1.8578, 0.8487, 8.5852], [1.0841, 7.4222, 3.4571], [2.5634, 7.0570, 4.4556], [1.1043, 7.8962, 5.1384], [2.3370, 4.6604, 3.9756], [0.9569, 4.8267, 2.9645], [1.1242, 3.1991, 5.5500], [0.6666, 2.7588, 3.9209], [-0.8642, 4.6557, 5.3863], [-1.6255, 1.8846, 4.9183], [-2.5907, 2.9468, 5.7314], [-1.2999, 2.9985, 7.6649], [0.0213, 2.0624, 6.9620], [-2.2329, 1.7716, 9.1095], [-0.8911, 0.6310, 9.0515], [-2.5200, -0.0122, 8.7335], [-1.0841, -2.5989, 6.4108], [-1.6238, -3.8560, 6.0065], [-3.0087, -3.7758, 5.5558], [-3.3346, -4.9910, 4.8325], [-2.9554, -4.8711, 3.4797], [-3.1137, -6.0113, 2.6463], [-2.1812, -5.8843, 1.4410], [-0.8348, -6.2089, 1.6410], [-0.0717, -6.0745, 0.4797], [-0.2399, -2.7815, 7.1327], [-1.7759, -1.8958, 6.9212], [-0.7559, -2.0422, 5.5466], [-3.2448, -2.8390, 5.0992], [-3.6689, -3.8195, 6.4816], [-4.3976, -5.1959, 4.9321], [-2.7786, -5.8013, 5.3081], [-1.9623, -4.5790, 3.5226], [-4.1034, -5.9781, 2.1946], [-3.0642, -6.9499, 3.1786], [-2.2463, -4.9034, 0.9387], [-2.5731, -6.5539, 0.6414], [-0.3262, -6.9181, -0.2397], [0.9656, -6.2773, 0.8048], [-0.0914, -5.1005, 0.0536], [-6.5602, 4.4304, 0.0404], [-5.2919, 3.9794, 0.4613], [-5.1565, 4.1143, 1.8778], [-3.7057, 3.7347, 2.3232], [-2.8281, 4.8913, 2.4868], [-2.6505, 5.7285, 1.2826], [-1.8097, 5.0882, 0.1485], [-0.4243, 4.8174, 0.5046], [0.4453, 5.9340, 0.3927], [-6.7596, 5.5365, 0.2303], [-7.3472, 3.8373, 0.5842], [-6.8118, 4.2402, -0.9782], [-5.8453, 3.3974, 2.3759], [-5.3541, 5.1559, 2.2069], [-3.3174, 3.0199, 1.6186], [-3.7920, 3.2262, 3.3027], [-1.9383, 4.5232, 2.8767], [-2.1648, 6.6396, 1.5902], [-3.5769, 6.0155, 0.8826], [-1.8028, 5.7524, -0.7577], [-2.2112, 4.1004, -0.0850], [1.4807, 5.6082, 0.3299], [0.3623, 6.5664, 1.2488], [0.1638, 6.4367, -0.5052], [-5.7281, 0.1991, -6.4680], [-4.9408, -0.7311, -5.7602], [-3.5305, -0.3818, -5.8422], [-2.6784, -1.4923, -5.1821], [-3.0991, -2.7990, -5.6956], [-2.5823, -3.9381, -4.8850], [-1.2076, -4.3054, -5.4048], [-0.6891, -5.4375, -4.7268], [-0.0496, -5.0370, -3.4584], [-6.7285, 0.0114, -6.1336], [-5.6291, 0.1409, -7.6168], [-5.6337, 1.2301, -6.2147], [-3.2799, 0.5108, -5.2583], [-3.1849, -0.2142, -6.8077], [-2.8468, -1.3628, -4.0797], [-1.6006, -1.3279, -5.2851], [-4.1144, -2.8824, -5.8595], [-3.3932, -4.6979, -5.0153], [-2.5406, -3.7275, -3.8079], [-0.5347, -3.4431, -5.3716], [-1.2943, -4.6210, -6.4623], [0.8260, -4.4965, -3.6248], [0.1861, -6.0229, -2.9574], [-0.7558, -4.4452, -2.8449], [3.9310, -1.1069, -6.2152], [5.0417, -0.6607, -6.9763], [4.5271, 0.2492, -7.9727], [5.6797, 0.3926, -9.0865], [6.8543, 1.0762, -8.6009], [6.8053, 2.4592, -8.7133], [7.9189, 3.1651, -8.0146], [7.6540, 3.0617, -6.6545], [8.7433, 3.2362, -5.8076], [4.3590, -1.6816, -5.3700], [3.2898, -1.7872, -6.8929], [3.3657, -0.2385, -5.8235], [4.3899, 1.2384, -7.5644], [3.5912, -0.0944, -8.4171], [5.1661, 1.0514, -9.7980], [5.8110, -0.5646, -9.6334], [7.1974, 0.6847, -7.7333], [5.8379, 2.8535, -8.3278], [6.8118, 2.8623, -9.7599], [8.0683, 4.2077, -8.3818], [8.8945, 2.6905, -8.2668], [8.8188, 4.2693, -5.4188], [9.6706, 2.9799, -6.2728], [8.6074, 2.5792, -4.9311], [0.9871, -7.7035, 5.5434], [1.5307, -6.6117, 4.8508], [0.6376, -5.5925, 4.7123], [1.3053, -4.4478, 3.8905], [2.6061, -4.0157, 4.3637], [2.6695, -3.3940, 5.6568], [2.6359, -1.8949, 5.6123], [2.6785, -1.5609, 7.0001], [2.6603, -0.1675, 7.1814], [1.8167, -8.3805, 5.7016], [0.1734, -8.2650, 5.1106], [0.6356, -7.4255, 6.5591], [0.4300, -5.2499, 5.7370], [-0.3393, -5.7928, 4.2351], [0.5821, -3.6673, 3.8666], [1.3834, -4.7997, 2.8712], [3.2035, -4.8042, 4.3636], [3.6048, -3.6310, 6.2158], [1.8232, -3.7872, 6.2667], [1.6330, -1.5684, 5.1098], [3.4736, -1.5378, 5.0281], [2.4381, -0.0111, 8.1967], [1.8985, 0.3215, 6.5275], [3.5960, 0.2750, 6.8763], [-6.4020, -2.3586, -3.1334], [-6.1428, -2.6048, -1.7832], [-6.1081, -4.0459, -1.4678], [-5.5805, -4.1463, -0.0350], [-6.5358, -3.5708, 0.8794], [-6.0945, -3.7076, 2.2223], [-6.6310, -2.5693, 3.0884], [-6.2811, -1.2458, 2.7763], [-4.9541, -0.8525, 3.1037], [-7.3099, -2.8062, -3.5588], [-5.6001, -2.7816, -3.8691], [-6.2884, -1.2834, -3.3256], [-5.5049, -4.5753, -2.1916], [-7.1427, -4.4289, -1.4473], [-4.5812, -3.6301, 0.0037], [-5.4639, -5.2251, 0.1823], [-6.7540, -2.5873, 0.6653], [-4.9653, -3.8039, 2.3305], [-6.4637, -4.6432, 2.6430], [-6.5426, -2.7579, 4.1718], [-7.6930, -2.4817, 2.9432], [-4.2305, -1.2642, 2.4145], [-4.6621, -1.1280, 4.1173], [-4.9174, 0.2272, 2.9474], [-5.3273, 1.4061, -2.2940], [-4.6875, 2.3562, -3.1059], [-3.9944, 3.3347, -2.3531], [-3.4587, 4.2898, -3.3615], [-2.3998, 3.6985, -4.2657], [-1.2183, 3.3712, -3.5229], [-0.1283, 2.8374, -4.4188], [-0.3622, 1.5076, -4.8799], [0.7221, 0.9994, -5.5682], [-4.6283, 0.9211, -1.6037], [-5.8310, 0.6623, -2.9658], [-6.1582, 1.8151, -1.6811], [-3.1601, 2.8879, -1.7967], [-4.5479, 3.9114, -1.5915], [-2.9146, 5.1212, -2.7917], [-4.2412, 4.8108, -3.8313], [-2.7190, 2.8854, -4.7150], [-1.3177, 2.6976, -2.6469], [-0.8214, 4.2250, -3.0538], [0.8209, 2.8206, -3.7925], [-0.0155, 3.5832, -5.2425], [0.5977, -0.0155, -5.8583], [1.6512, 1.1485, -4.9717], [0.7948, 1.5792, -6.4563]], "atomic_forces_ev_per_a": [[-0.2, 0.2, 0.0], [0.9, 1.2, 0.5], [-0.1, 0.1, 0.3], [0.6, 0.0, 0.8], [-1.1, 0.2, -0.6], [0.1, -0.8, 0.6], [1.0, 1.9, 1.6], [2.8, 1.2, -0.8], [-0.3, -0.7, -0.1], [0.2, -1.2, -0.7], [-0.7, 1.4, -0.9], [0.2, 0.0, 0.4], [0.4, 0.1, -0.1], [-1.0, -0.2, 0.3], [0.6, -0.2, -0.4], [0.9, -0.3, 0.0], [-0.5, 0.2, -0.3], [-0.5, -1.4, -0.3], [-0.1, 0.1, 0.2], [0.0, -0.1, 0.7], [0.0, 0.5, -0.7], [0.2, -0.3, -1.1], [0.1, -0.9, -0.1], [-0.7, 0.0, 2.4], [-0.5, -0.6, -0.4], [-1.2, 0.0, -0.2], [0.0, 0.2, -0.7], [-0.2, -0.3, 0.3], [-0.3, 0.1, 0.0], [-0.3, 0.0, -0.2], [-0.7, -2.1, 0.3], [-0.9, 0.5, 1.8], [0.2, 1.6, -0.9], [1.1, -1.4, 0.7], [-2.2, 0.6, 1.1], [1.4, -1.4, -0.7], [0.5, -0.7, -1.0], [-3.2, 1.3, 0.7], [0.2, -0.9, 0.9], [-0.9, -0.1, -1.8], [2.3, -1.4, 1.4], [0.1, 0.1, 0.8], [0.3, 1.0, -0.4], [0.2, 0.4, -0.9], [0.5, -0.8, -0.1], [0.2, 0.5, 0.1], [-0.7, -0.4, 0.4], [0.1, 0.6, -0.1], [0.1, 0.2, -0.4], [0.0, 0.2, -0.4], [1.6, 0.0, 0.0], [-0.3, 0.0, -0.2], [-0.9, 0.2, 0.3], [1.1, 1.1, -0.9], [-0.1, -0.4, 0.0], [1.8, -0.8, 0.6], [0.0, 1.0, -0.1], [0.4, -0.3, -0.1], [0.0, 0.0, -0.2], [-2.3, 1.4, -1.2], [1.3, -0.8, -0.3], [-0.7, 0.3, -1.0], [2.3, -0.9, 0.2], [-0.5, 0.2, -0.1], [0.5, 0.6, -0.3], [-2.0, -0.1, 0.0], [-1.0, 1.1, 0.0], [0.3, -0.6, 0.2], [0.5, 0.1, 0.3], [0.1, 0.0, 0.7], [-0.4, 0.2, 0.1], [-0.9, 0.6, 0.2], [-0.4, -0.1, 0.3], [-1.2, -0.1, 0.0], [-0.1, -0.1, 0.2], [0.0, 0.0, -0.4], [0.1, 0.0, -0.1], [1.2, 0.4, -0.5], [1.1, 0.3, 0.9], [0.1, -0.2, 0.8], [-0.1, -0.9, -0.7], [0.0, -0.1, -0.4], [-0.3, 0.0, 0.3], [0.0, 0.2, -0.3], [0.5, 3.0, -0.3], [-1.7, -1.9, 1.9], [0.7, -0.7, 1.2], [1.0, 0.9, -3.7], [-0.1, 1.8, 1.6], [-2.0, -1.6, 2.1], [1.6, -0.3, -1.1], [0.5, 0.3, 0.0], [-0.7, 0.5, 0.5], [0.5, 0.2, -0.5], [-0.2, 0.0, -0.2], [0.4, -1.3, -0.5], [0.0, -0.2, 0.2], [-0.7, 0.0, -0.7], [0.4, 0.0, 1.2], [0.2, -0.4, 0.3], [-0.4, -0.4, -0.6], [0.5, -0.9, -0.9], [0.3, 0.9, -0.7], [-0.2, 0.7, 0.5], [-0.9, 0.0, 0.0], [0.0, -0.9, -0.3], [0.2, -0.1, -0.4], [0.1, 0.3, 0.2], [0.2, 0.0, 1.0], [-0.9, 0.8, -0.3], [0.1, 0.3, 4.0], [-0.5, -1.1, -0.3], [1.6, 1.4, -0.5], [0.4, 0.6, -1.3], [-0.8, -1.0, -1.6], [-0.2, 0.3, 1.2], [1.1, -2.5, 0.2], [-0.7, 0.1, -0.9], [-0.1, -0.7, -0.1], [0.5, 0.2, -0.4], [0.1, 0.5, -0.9], [0.8, 0.4, -0.6], [-0.2, -0.1, -0.1], [-0.1, -0.4, 0.4], [-0.7, -0.3, -0.5], [-0.4, -0.1, 0.0], [0.5, -0.6, 0.1], [-0.2, 0.2, 0.7], [0.1, -0.1, 0.3], [0.1, 1.2, 0.4], [-0.3, 0.2, -0.3], [-0.4, 0.9, -0.6], [-1.5, 0.4, 1.8], [-0.1, 0.6, 0.0], [0.9, -0.5, 0.5], [-1.1, 0.7, 0.2], [0.3, -0.2, -0.1], [2.1, -1.4, 0.6], [0.8, 0.4, 0.2], [-0.7, -0.3, 0.1], [-0.4, -0.9, 0.0], [0.5, -1.2, 0.0], [0.5, 0.7, -0.1], [0.7, -0.2, -1.0], [0.1, 0.5, -0.3], [-0.1, -0.5, -0.2], [0.1, -0.6, -0.5], [0.2, 0.3, -0.4], [-0.6, 0.7, -0.4], [0.3, 0.5, 0.2], [-1.5, 0.2, -0.5], [-0.2, -0.6, 0.6], [-0.1, 0.1, -0.2], [-0.1, -0.4, -0.1], [-0.2, 0.8, 0.6], [0.1, 0.9, -0.7], [-0.5, -0.6, -1.5], [1.8, 0.9, -0.4], [0.2, -0.9, 2.5], [-1.8, 0.1, 0.5], [0.5, -0.2, 0.7], [-1.6, 0.6, -0.9], [-0.5, -1.2, -0.8], [1.1, 0.9, 1.5], [-2.4, -2.6, -0.2], [-0.8, -0.5, -0.4], [-0.1, -0.2, 1.6], [1.0, 0.9, 0.5], [-0.5, 0.3, -0.1], [0.1, 0.2, -2.2], [-0.1, -0.4, -0.5], [-0.2, 0.1, -0.5], [0.9, 0.5, 0.5], [1.2, -0.1, 0.1], [-0.1, 0.1, -0.2], [0.1, 0.0, 0.2], [0.0, 0.3, 0.4], [1.6, 1.0, -0.4], [-0.2, 1.3, -0.3], [0.4, -0.4, -0.2], [0.2, -1.0, -0.3], [-1.3, 0.7, -0.6], [2.9, -0.8, -1.1], [-2.4, 0.2, 0.6], [0.4, -2.7, -0.8], [-1.0, 2.7, -0.8], [1.1, 0.2, -0.6], [-0.2, 0.0, 0.5], [-0.3, 0.4, 1.5], [-0.5, 0.2, -0.4], [0.6, 1.0, 1.3], [0.0, -0.5, -0.2], [-0.2, 0.4, 0.5], [0.0, -0.3, 0.0], [0.4, 0.0, -0.3], [0.4, 0.4, 0.7], [-0.1, 0.4, 0.0], [0.3, 0.2, 0.1], [0.1, -0.9, 0.3], [-0.6, -0.3, 0.4], [-0.4, -0.1, 0.2], [0.0, -0.2, -0.3], [0.7, -0.2, -0.5], [0.0, 0.2, -0.3], [0.8, -0.2, 1.6], [0.2, -1.9, -0.8], [-0.4, 2.6, 0.3], [-0.3, -1.4, 0.9], [0.0, 0.4, -0.6], [-0.3, -0.9, 0.8], [-2.3, -0.6, 0.2], [-0.1, 0.6, -1.1], [-0.5, -0.1, -1.6], [0.1, -0.3, 0.0], [-0.4, 0.2, -0.9], [0.1, 0.3, -0.3], [-0.4, 0.3, -0.2], [0.4, -0.6, 0.0], [-0.4, 1.1, 0.1], [0.2, -0.1, -0.4], [0.6, -0.8, -0.1], [-0.6, -0.3, -0.6], [0.5, 0.6, 0.1], [1.6, -0.1, 0.8], [0.3, 0.5, 0.0], [-0.1, 0.5, 1.3], [0.1, -0.3, 0.5], [0.6, 0.2, 0.2], [1.8, -0.4, -2.1], [0.0, -1.6, 0.0], [-0.6, 1.7, 0.9], [0.2, 0.2, -1.2], [-0.2, 0.5, -0.7], [1.3, 0.4, 1.5], [-0.8, -0.1, 0.6], [1.1, 0.3, -0.1], [-0.4, 0.2, -0.6], [-0.4, 0.4, 0.6], [-0.7, 0.3, 1.4], [-0.6, -0.3, 0.2], [0.3, -0.1, -0.2], [0.3, 0.1, -0.3], [-0.5, -0.5, 0.1], [0.1, 0.4, 0.1], [0.4, -0.7, -0.1], [-0.9, 0.4, -0.2], [-0.2, -0.2, 0.2], [0.5, -0.1, -0.2], [-0.8, -0.6, -0.2], [0.3, -0.4, -0.2], [-0.1, 0.1, 0.2], [0.0, 0.0, 0.3], [-1.2, -0.8, -0.2], [-0.4, 0.1, 0.6], [0.3, 0.2, 0.1], [3.4, 0.6, 0.9], [-1.0, 1.9, 1.3], [0.3, -1.6, 0.0], [1.2, 0.2, 0.6], [-1.4, 0.5, 1.0], [1.0, 1.1, 0.5], [-0.1, -0.1, -0.3], [0.8, 0.5, 0.5], [0.5, 0.2, -0.2], [-0.1, -0.3, 0.0], [-0.4, -0.6, -0.4], [-0.6, -1.0, -0.6], [-1.0, 0.3, -1.3], [-0.8, -1.2, -0.6], [-0.4, -0.2, -0.5], [0.5, 1.6, 0.3], [-0.7, 0.1, -0.8], [0.1, -0.7, 0.1], [-0.3, -1.0, 0.1], [-0.3, -0.3, -0.3], [0.6, 0.5, -1.2]], "lowdin_charge": [-0.01, -0.47, -0.02, -0.12, -0.20, -0.12, -0.49, -0.06, -0.03, -0.01, -0.07, 0.05, 0.07, 0.06, 0.08, 0.06, 0.06, 0.12, 0.11, 0.09, 0.10, 0.13, 0.12, 0.04, 0.08, 0.08, 0.09, 0.07, 0.06, 0.07, -0.02, -0.49, -0.04, -0.14, -0.15, -0.13, -0.56, -0.04, -0.02, -0.05, -0.02, 0.06, 0.11, 0.08, 0.08, 0.06, 0.09, 0.09, 0.13, 0.09, 0.09, 0.12, 0.08, 0.06, 0.08, 0.11, 0.09, 0.09, 0.08, 0.05, -0.08, -0.20, -0.27, -0.20, -0.04, -0.22, -0.24, -0.20, -0.10, 0.09, 0.09, 0.09, 0.12, 0.13, 0.12, 0.11, 0.09, 0.11, 0.15, 0.12, 0.11, 0.08, 0.08, 0.07, -0.16, -0.20, -0.17, -0.18, -0.05, -0.22, -0.22, -0.20, -0.12, 0.07, 0.09, 0.11, 0.13, 0.10, 0.09, 0.12, 0.14, 0.10, 0.13, 0.10, 0.11, 0.10, 0.08, 0.09, -0.10, -0.20, -0.21, -0.25, -0.07, -0.20, -0.23, -0.19, -0.11, 0.11, 0.08, 0.06, 0.10, 0.14, 0.13, 0.13, 0.11, 0.10, 0.12, 0.11, 0.13, 0.11, 0.09, 0.06, -0.13, -0.24, -0.19, -0.20, -0.05, -0.17, -0.17, -0.21, -0.10, 0.11, 0.10, 0.06, 0.12, 0.13, 0.08, 0.11, 0.09, 0.11, 0.09, 0.12, 0.10, 0.07, 0.06, 0.08, -0.12, -0.20, -0.17, -0.20, -0.05, -0.20, -0.24, -0.19, -0.05, 0.08, 0.12, 0.07, 0.11, 0.10, 0.11, 0.10, 0.10, 0.13, 0.08, 0.11, 0.13, 0.04, 0.11, 0.06, -0.12, -0.21, -0.19, -0.18, -0.07, -0.28, -0.26, -0.18, -0.12, 0.08, 0.12, 0.07, 0.10, 0.11, 0.11, 0.12, 0.12, 0.12, 0.13, 0.13, 0.13, 0.09, 0.07, 0.09, -0.11, -0.16, -0.26, -0.16, -0.04, -0.21, -0.23, -0.19, -0.11, 0.08, 0.08, 0.10, 0.10, 0.11, 0.09, 0.10, 0.09, 0.14, 0.11, 0.14, 0.11, 0.07, 0.08, 0.08, -0.14, -0.20, -0.17, -0.22, -0.06, -0.24, -0.23, -0.18, -0.08, 0.09, 0.10, 0.06, 0.11, 0.13, 0.12, 0.12, 0.13, 0.11, 0.12, 0.12, 0.12, 0.05, 0.08, 0.09, -0.09, -0.17, -0.25, -0.16, -0.01, -0.25, -0.20, -0.20, -0.14, 0.06, 0.08, 0.09, 0.09, 0.11, 0.13, 0.10, 0.07, 0.10, 0.10, 0.13, 0.14, 0.07, 0.09, 0.08], "multiplicity": 1, "molar_mass_da": 1513.23, "lumo_ev": 0.48, "relative_energy_kcal_mol": 47.8, "total_energy_ha": -4953.5276, "smiles": "CC1(C)CCCC(C)(C)N1O.CC1(C)CCCC(C)(C)N1O.COCCNCCOC.COCCNCCOC.COCCNCCOC.COCCNCCOC.COCCNCCOC.COCCNCCOC.COCCNCCOC.COCCNCCOC.COCCNCCOC", "gap_ha": 0.3224, "largest_force_ev_per_a": 4.027}